# 1
The following is a DFT calculation (the ωB97M-V functional and the def2-TZVPD basis) of C2HNOS2 as an isolated structure in a non-equilibrium geometry.

Computed properties:
Maximum force   3.15 eV/A
E   -1003.13478 hartree
Frontier orbital gap   9.0 eV
Highest occupied orbital energy   -9.123 eV
2S+1   1

Last column: natural (NBO) charge in e.
Positions of all 7 atoms, in Å:
C (-1.249, -0.152, -0.033)  -0.07
C (1.288, 0.662, 0.019)  0.31
N (-0.727, -1.288, -0.018)  -0.55
O (2.400, 1.018, 0.103)  -0.49
S (-0.240, 1.352, -0.070)  0.30
S (0.836, -1.613, -0.014)  0.29
H (-2.307, 0.021, 0.014)  0.22

# 2
The following is a DFT calculation (the ωB97M-V functional and the def2-TZVPD basis) of a 2-piece molecular cluster, C4H5FN2 overall in a non-equilibrium geometry.

Computed properties:
Maximum force   3.55 eV/A
E   -364.50819 hartree
Frontier orbital gap (alpha / beta)   9.6 / 7.9 eV
Highest occupied orbital energy (alpha / beta)   -9.790 / -8.734 eV
2S+1   1

Last column: natural (NBO) charge in e.
Positions of all 12 atoms, in Å:
C (0.251, 0.890, -0.163)  -0.49
C (0.394, -0.404, 0.539)  -0.48
C (-0.533, -0.245, -0.593)  -0.08
C (-3.215, -0.127, 0.005)  0.44
N (-4.242, -0.964, 0.532)  -0.11
N (-4.359, -0.662, -0.692)  -0.10
F (-3.237, 1.231, 0.188)  -0.36
H (-0.311, 1.729, 0.343)  0.24
H (1.005, 1.326, -0.773)  0.22
H (1.243, -1.233, 0.494)  0.24
H (0.015, -0.399, 1.591)  0.24
H (-0.696, -0.616, -1.636)  0.23